No. 1
Density functional theory data (wB97M-V/def2-TZVPD) for 16 unconnected molecules or ions with the total composition C36H66BrClN11O24.

Values from the calculation:
**Orbital gap**: 5.10 eV
**HOMO level**: -3.94 eV
**Net charge**: -1
**Largest force on an atom**: 2.93 eV/Å
**E**: -186463.908 eV

Atoms and positions in Å:
C1 2.79 -1.21 0.00
C2 1.53 -0.67 -0.65
C3 0.77 0.25 0.35
N1 -0.44 0.98 -0.20
C4 -0.08 1.79 -1.41
C5 -1.05 1.84 0.86
C6 -2.53 1.98 0.53
C7 -2.84 0.76 -0.33
C8 -1.54 0.01 -0.56
H1 3.58 -0.47 -0.15
H2 3.24 -2.11 -0.42
H3 2.63 -1.37 1.07
H4 0.86 -1.52 -0.81
H5 1.68 -0.25 -1.64
H6 1.47 1.09 0.45
H7 0.54 -0.14 1.33
H8 0.82 2.35 -1.16
H9 -0.96 2.23 -1.85
H10 0.29 1.05 -2.11
H11 -0.51 2.78 0.94
H12 -0.93 1.27 1.78
H13 -2.76 2.87 -0.06
H14 -3.19 2.05 1.39
H15 -3.29 1.07 -1.28
H16 -3.62 0.12 0.10
H17 -1.45 -0.21 -1.63
H18 -1.48 -0.88 0.06
Cl1 4.27 -1.80 -4.43
O1 3.58 -2.02 -3.19
O2 4.93 -2.97 -4.98
O3 3.28 -1.36 -5.38
O4 5.29 -0.77 -4.27
Br1 -0.39 -0.62 -4.25
C9 3.68 2.69 -5.25
N2 2.52 1.88 -4.77
O5 2.08 1.04 -5.48
O6 2.10 2.23 -3.66
H19 4.55 2.05 -5.20
H20 3.79 3.55 -4.59
H21 3.45 2.97 -6.28
C10 1.54 1.66 5.22
N3 0.77 1.86 3.96
O7 -0.40 2.17 4.06
O8 1.35 1.75 2.90
H22 0.94 0.94 5.77
H23 1.77 2.59 5.73
H24 2.47 1.15 4.98
C11 -2.81 2.26 -4.35
N4 -3.34 3.45 -3.66
O9 -3.15 4.54 -4.16
O10 -4.11 3.21 -2.74
H25 -2.51 1.50 -3.64
H26 -1.90 2.51 -4.89
H27 -3.53 1.88 -5.08
C12 -5.68 -2.25 -3.09
N5 -4.38 -1.60 -2.73
O11 -4.41 -0.38 -2.73
O12 -3.44 -2.27 -2.41
H28 -6.44 -1.69 -2.55
H29 -5.63 -3.30 -2.82
H30 -5.87 -2.26 -4.16
C13 -1.35 -3.04 3.72
N6 -0.43 -2.18 2.95
O13 -0.26 -2.48 1.79
O14 -0.09 -1.14 3.48
H31 -2.34 -2.85 3.30
H32 -1.39 -2.79 4.77
H33 -1.14 -4.10 3.57
C14 -3.38 2.45 5.29
N7 -4.17 1.25 5.75
O15 -5.36 1.23 5.54
O16 -3.54 0.35 6.26
H34 -2.48 2.45 5.90
H35 -4.06 3.25 5.56
H36 -3.17 2.39 4.23
C15 -0.68 7.57 -0.14
N8 -1.01 6.43 0.76
O17 -1.78 6.66 1.68
O18 -0.61 5.33 0.46
H37 -0.96 8.55 0.23
H38 -1.23 7.33 -1.05
H39 0.38 7.50 -0.35
C16 -2.92 -3.52 0.60
N9 -4.33 -3.15 0.75
O19 -4.54 -2.02 1.17
O20 -5.21 -3.89 0.39
H40 -3.00 -4.61 0.69
H41 -2.41 -2.98 1.40
H42 -2.50 -3.27 -0.37
C17 -4.99 -1.02 4.11
N10 -4.09 -0.07 3.44
O21 -2.91 -0.32 3.34
O22 -4.57 0.99 3.11
H43 -5.31 -0.60 5.06
H44 -4.39 -1.92 4.22
H45 -5.81 -1.23 3.43
C18 7.48 -1.62 -1.92
N11 6.60 -0.96 -0.91
O23 6.02 -1.64 -0.09
O24 6.56 0.26 -0.90
H46 6.91 -2.39 -2.44
H47 8.32 -2.06 -1.38
H48 7.90 -0.88 -2.58
C19 0.40 -5.31 -0.08
C20 0.08 -6.47 0.61
C21 -0.86 -7.36 0.08
C22 -1.54 -7.06 -1.08
C23 -1.21 -5.88 -1.76
C24 -0.27 -5.02 -1.24
H49 1.11 -4.56 0.24
H50 0.54 -6.78 1.55
H51 -1.07 -8.30 0.57
H52 -2.20 -7.75 -1.59
H53 -1.71 -5.68 -2.70
H54 -0.03 -4.05 -1.67
C25 4.69 -2.44 3.41
C26 3.49 -2.42 4.13
C27 3.10 -3.45 4.97
C28 3.92 -4.60 5.03
C29 5.12 -4.62 4.33
C30 5.49 -3.56 3.51
H55 4.94 -1.62 2.75
H56 2.86 -1.55 3.94
H57 2.17 -3.34 5.50
H58 3.81 -5.47 5.65
H59 5.72 -5.52 4.35
H60 6.36 -3.52 2.87
C31 0.32 4.98 -4.56
C32 1.08 6.00 -5.11
C33 1.94 6.69 -4.24
C34 1.95 6.47 -2.89
C35 1.16 5.45 -2.34
C36 0.36 4.72 -3.20
H61 -0.31 4.39 -5.21
H62 1.04 6.28 -6.15
H63 2.49 7.52 -4.68
H64 2.53 7.07 -2.20
H65 1.19 5.26 -1.28
H66 -0.38 4.02 -2.82

***

No. 2
Density functional theory data (wB97M-V/def2-TZVPD) for 6 unconnected molecules or ions with the total composition C36H66BrF3IN8O15P3S.

Values from the calculation:
**Orbital gap**: 6.84 eV
**HOMO level**: -7.93 eV
**Relative energy (zero: lowest compared OMol25 entry of this formula, charge and spin)**: 530.8 kJ/mol
**Largest force on an atom**: 8.17 eV/Å
**E**: -206028.897 eV

Atoms and positions in Å:
C1 -5.10 2.80 -1.47
C2 -4.27 3.48 -0.28
O1 -4.10 4.85 -0.72
C3 -2.88 2.75 -0.07
C4 -2.66 2.03 1.35
C5 -1.29 1.25 1.15
O2 -1.12 0.54 -0.09
C6 -0.17 1.10 -0.93
C7 1.25 1.24 -0.66
C8 2.23 1.81 -1.59
C9 1.73 2.22 -2.91
C10 0.31 2.07 -3.24
C11 -0.63 1.53 -2.27
C12 -3.91 1.06 1.59
C13 -4.03 -0.08 0.49
C14 -5.41 -0.87 0.63
O3 -6.47 -0.23 -0.09
C15 -6.47 -0.60 -1.46
C16 -7.88 -0.27 -2.12
F1 -8.72 0.17 -1.12
F2 -7.81 0.72 -3.06
F3 -8.48 -1.40 -2.63
N1 -4.02 0.54 2.99
P1 -3.30 -1.03 3.29
C17 -4.63 -1.95 4.29
O4 -1.99 -1.00 4.33
C18 -3.81 1.52 3.96
N2 -3.64 1.26 5.23
P2 -3.26 2.52 6.45
O5 -1.88 1.96 7.23
I1 -5.10 2.51 8.08
N3 -3.72 2.90 3.48
S1 -5.16 3.71 3.52
C19 -5.51 5.20 2.56
O6 -6.27 2.75 3.24
O7 -5.43 4.12 4.92
C20 -2.60 3.07 2.56
C21 -1.35 2.86 3.53
O8 -0.79 3.86 4.06
O9 -0.91 1.72 3.95
P3 -2.29 4.87 1.95
O10 -2.52 5.91 3.27
Br1 -0.14 5.02 1.19
H1 -5.71 1.98 -0.96
H2 -4.45 2.42 -2.29
H3 -5.84 3.57 -1.79
H4 -4.96 3.48 0.59
H5 -3.17 5.10 -0.70
H6 -1.98 3.39 -0.35
H7 -2.88 1.99 -0.90
H8 -1.27 0.46 1.96
H9 -0.41 1.95 1.25
H10 1.63 0.91 0.33
H11 3.29 1.92 -1.29
H12 2.48 2.62 -3.63
H13 -0.08 2.36 -4.25
H14 -1.70 1.42 -2.59
H15 -4.89 1.61 1.45
H16 -4.09 0.35 -0.55
H17 -3.15 -0.77 0.47
H18 -5.67 -1.06 1.70
H19 -5.23 -1.87 0.16
H20 -5.71 0.03 -2.00
H21 -6.31 -1.70 -1.65
H22 -4.33 -1.87 5.38
H23 -5.62 -1.47 4.09
H24 -4.61 -3.04 4.04
H25 -1.32 -1.57 3.91
H26 -3.69 0.30 5.59
H27 -2.16 1.44 8.02
H28 -5.01 5.33 1.57
H29 -5.26 6.10 3.18
H30 -6.63 5.23 2.41
H31 -1.66 6.16 3.65
C22 5.53 0.50 -1.39
O11 5.01 0.94 -2.40
N4 6.86 0.29 -1.21
C23 7.40 -0.24 0.02
C24 7.77 0.61 -2.29
H32 4.93 0.22 -0.50
H33 8.10 0.48 0.45
H34 7.92 -1.18 -0.19
H35 6.60 -0.44 0.74
H36 7.67 1.67 -2.54
H37 7.50 0.02 -3.17
H38 8.80 0.39 -2.01
C25 6.29 -2.59 -2.77
O12 7.51 -2.55 -2.78
N5 5.53 -3.23 -3.67
C26 4.08 -3.23 -3.59
C27 6.17 -3.95 -4.76
H39 5.71 -2.08 -1.99
H40 3.72 -4.25 -3.50
H41 3.67 -2.78 -4.50
H42 3.74 -2.65 -2.73
H43 6.82 -4.73 -4.34
H44 6.77 -3.26 -5.35
H45 5.42 -4.42 -5.40
C28 7.41 -6.86 -2.36
O13 7.48 -6.16 -3.35
N6 7.98 -6.58 -1.17
C29 7.85 -7.46 -0.02
C30 8.75 -5.35 -1.04
H46 6.85 -7.81 -2.35
H47 7.37 -6.91 0.79
H48 8.85 -7.78 0.29
H49 7.25 -8.33 -0.27
H50 8.10 -4.50 -1.26
H51 9.57 -5.36 -1.76
H52 9.14 -5.25 -0.04
C31 -8.23 5.07 -6.55
O14 -7.19 4.95 -7.17
N7 -8.71 4.18 -5.65
C32 -9.96 4.39 -4.95
C33 -7.94 2.98 -5.37
H53 -8.89 5.94 -6.69
H54 -9.77 4.42 -3.87
H55 -10.64 3.56 -5.17
H56 -10.42 5.32 -5.26
H57 -6.95 3.26 -5.00
H58 -7.82 2.41 -6.29
H59 -8.44 2.36 -4.63
C34 8.60 -4.57 2.50
O15 7.69 -4.80 1.72
N8 8.60 -4.89 3.81
C35 9.73 -4.59 4.68
C36 7.44 -5.56 4.38
H60 9.53 -4.07 2.18
H61 10.12 -5.52 5.10
H62 9.39 -3.93 5.49
H63 10.52 -4.09 4.12
H64 7.28 -6.50 3.85
H65 6.56 -4.93 4.24
H66 7.59 -5.75 5.44

***

No. 3
Density functional theory data (wB97M-V/def2-TZVPD) for a molecular structure, C36H69Br2CaCl4FLiN5O10S4.

Values from the calculation:
**Orbital gap**: 0.85 eV
**HOMO level**: -5.24 eV
**Largest force on an atom**: 3.14 eV/Å
**E**: -321233.852 eV

Atoms and positions in Å:
C1 -3.43 3.44 -4.14
C2 -3.83 3.68 -5.66
N1 -3.68 2.36 -6.36
C3 -4.94 1.61 -6.32
C4 -4.96 0.34 -7.24
C5 -3.17 2.53 -7.69
S1 -3.89 3.34 -8.90
S2 -1.52 1.75 -7.98
C6 -0.45 2.50 -6.67
C7 0.32 1.42 -5.77
C8 1.85 1.41 -6.15
C9 2.85 0.90 -5.01
C10 3.23 -0.67 -5.04
C11 3.22 -1.17 -3.54
C12 4.48 -1.04 -2.83
C13 4.54 -1.44 -1.44
C14 3.35 -1.94 -0.82
C15 3.34 -2.35 0.71
C16 2.08 -2.12 -1.52
C17 2.02 -1.72 -2.92
C18 4.07 1.90 -5.20
N2 3.66 3.09 -4.38
C19 2.60 2.70 -3.55
N3 1.78 3.44 -2.85
N4 2.53 1.29 -3.62
H1 -2.64 2.65 -4.11
H2 -4.32 3.04 -3.60
H3 -3.02 4.37 -3.68
H4 -3.13 4.44 -6.08
H5 -4.86 4.11 -5.78
H6 -5.85 2.24 -6.51
H7 -5.05 1.24 -5.26
H8 -6.00 -0.10 -7.15
H9 -4.81 0.53 -8.32
H10 -4.27 -0.45 -6.82
H11 0.26 3.23 -7.11
H12 -1.11 3.09 -5.98
H13 -0.11 0.40 -5.92
H14 0.10 1.70 -4.71
H15 2.12 2.47 -6.39
H16 1.99 0.80 -7.08
H17 4.25 -0.80 -5.47
H18 2.47 -1.24 -5.63
H19 5.36 -0.62 -3.37
H20 5.50 -1.33 -0.89
H21 2.41 -2.90 0.95
H22 4.28 -2.85 1.02
H23 3.27 -1.37 1.26
H24 1.17 -2.51 -1.03
H25 1.11 -1.78 -3.56
H26 4.96 1.42 -4.70
H27 4.29 2.26 -6.23
H28 3.40 3.82 -5.04
H29 1.85 3.36 -1.83
H30 0.94 4.09 -3.31
H31 1.59 1.09 -3.29
F1 -4.78 5.57 -7.64
Cl1 1.12 5.21 -4.45
C20 4.25 -1.36 4.47
Cl2 3.23 -2.68 5.05
Cl3 5.44 -1.97 3.28
Cl4 3.29 -0.08 3.76
H32 4.79 -0.95 5.32
C21 -2.71 -4.54 9.12
O1 -2.67 -3.90 7.86
C22 -3.16 -2.56 7.88
C23 -2.03 -1.56 7.68
N5 -1.15 -1.51 8.84
C24 0.09 -0.78 8.61
C25 1.06 -1.33 7.55
O2 1.66 -2.57 7.90
C26 0.88 -3.71 7.59
H33 -2.48 -5.60 8.97
H34 -1.96 -4.13 9.81
H35 -3.71 -4.47 9.57
H36 -3.73 -2.35 8.80
H37 -3.86 -2.48 7.04
H38 -2.46 -0.57 7.51
H39 -1.49 -1.86 6.78
H40 -0.91 -2.46 9.11
H41 0.62 -0.76 9.57
H42 -0.15 0.26 8.36
H43 1.88 -0.61 7.47
H44 0.61 -1.38 6.55
H45 0.26 -3.57 6.70
H46 0.25 -3.98 8.45
H47 1.56 -4.55 7.42
Li1 7.25 -3.45 4.50
Ca1 -3.98 -1.96 -5.47
C27 -1.37 -1.15 3.77
C28 -0.85 0.02 2.92
C29 -0.50 -0.54 1.54
S3 -1.56 -1.96 1.29
O3 -0.74 -3.14 1.24
O4 -2.52 -1.64 0.27
C30 -2.36 -1.90 2.89
H48 -1.83 -0.80 4.69
H49 -0.54 -1.81 4.04
H50 -1.64 0.77 2.83
H51 0.01 0.50 3.38
H52 -0.68 0.19 0.75
H53 0.54 -0.88 1.51
H54 -2.57 -2.91 3.23
H55 -3.29 -1.33 2.77
Br1 1.94 11.55 -4.07
C31 1.44 9.72 -3.65
C32 1.22 8.90 -4.89
Br2 -0.49 9.30 -5.73
H56 0.55 9.77 -3.01
H57 2.27 9.32 -3.07
H58 1.18 7.84 -4.65
H59 1.99 9.06 -5.65
C33 -1.80 -8.96 4.56
O5 -2.72 -8.67 3.52
C34 -3.74 -7.77 3.94
C35 -3.48 -6.36 3.45
O6 -2.33 -5.80 4.08
C36 -1.19 -5.81 3.25
H60 -0.94 -9.46 4.12
H61 -1.46 -8.06 5.07
H62 -2.27 -9.64 5.29
H63 -3.86 -7.79 5.02
H64 -4.67 -8.13 3.49
H65 -4.33 -5.73 3.72
H66 -3.37 -6.34 2.36
H67 -1.29 -5.06 2.47
H68 -1.03 -6.80 2.79
H69 -0.31 -5.57 3.86
O7 5.72 13.01 -2.31
S4 5.89 12.02 -3.38
O8 7.32 11.79 -3.60
O9 5.27 12.52 -4.61
O10 5.25 10.75 -3.00

***

Q: What is the HOMO level in the second record?
A: -7.93 eV